(1)
63
Properties=species:S:1:pos:R:3:forces:R:3 method="wB97M-V/def2-TZVPD" smiles="CCN(CC)c1ccc(/C=N/N2CCN(Cc3cccc4ccccc34)CC2)c(O)c1" homo_ev=-6.93 relative_energy_kj_mol=216.7 homo_lumo_gap_ha=0.27546 total_charge=0
C -7.4152 -2.4839 -0.7251 -0.01 0.26 -0.11
H -6.4507 -2.9739 -0.6262 0.09 -0.07 0.01
H -7.9744 -2.6553 0.1893 -0.05 -0.04 0.10
H -7.9553 -2.9401 -1.5517 -0.07 -0.12 -0.08
C -7.2360 -0.9869 -0.9924 0.00 -0.36 -0.07
N -6.4310 -0.3057 0.0015 -0.12 0.04 0.11
C -5.1015 -0.0547 -0.2618 0.39 0.11 0.00
C -4.4132 1.0287 0.2913 -0.11 0.10 0.13
C -3.0665 1.2469 0.0473 0.09 -0.13 -0.11
C -2.3425 0.3798 -0.7947 -0.46 -0.01 0.16
C -3.0402 -0.6909 -1.3575 0.07 0.27 0.15
C -4.3719 -0.9121 -1.1043 -0.12 -0.16 -0.20
H -4.8443 -1.7679 -1.5562 -0.08 -0.10 -0.02
H -2.5081 -1.3717 -2.0084 0.05 -0.07 -0.06
C -0.9416 0.5622 -1.0846 0.66 -0.07 -0.18
N -0.2826 1.5341 -0.5742 -0.61 -0.14 0.25
N 0.9956 1.8504 -0.8473 0.49 0.47 -0.45
C 1.9329 0.9066 -1.4261 -0.16 -0.45 0.11
C 2.4994 -0.0244 -0.3525 -0.02 0.03 -0.31
N 3.1495 0.7763 0.6687 -0.12 -0.06 0.09
C 3.8486 -0.0432 1.6465 -0.04 0.04 -0.01
C 4.9506 -0.8533 1.0174 -0.14 -0.31 0.20
C 4.9501 -2.2192 1.1416 -0.13 0.34 0.08
C 5.9691 -3.0059 0.5861 0.30 -0.11 -0.17
C 6.9917 -2.4174 -0.1000 -0.12 -0.22 0.10
C 7.0337 -1.0163 -0.2576 -0.21 0.19 0.09
C 8.0824 -0.3904 -0.9639 0.12 0.15 -0.08
C 8.1150 0.9667 -1.1143 0.15 -0.22 -0.10
C 7.0954 1.7571 -0.5635 -0.17 0.08 0.13
C 6.0659 1.1823 0.1282 0.14 0.28 0.00
C 6.0018 -0.2168 0.3040 0.23 -0.24 -0.13
H 5.2768 1.7933 0.5340 -0.02 0.06 0.00
H 7.1308 2.8295 -0.6910 -0.03 0.08 0.02
H 8.9217 1.4384 -1.6566 0.07 0.00 -0.05
H 8.8618 -1.0098 -1.3852 0.08 -0.04 -0.04
H 7.7826 -3.0135 -0.5325 0.07 -0.06 -0.04
H 5.9333 -4.0788 0.7069 0.03 -0.08 -0.01
H 4.1501 -2.7070 1.6813 -0.10 0.02 0.05
H 3.1530 -0.7235 2.1712 0.09 0.07 0.00
H 4.2792 0.6320 2.3942 -0.07 -0.02 0.01
C 2.1942 1.6777 1.2860 -0.06 0.26 -0.10
C 1.6185 2.6111 0.2161 0.02 -0.08 0.38
H 0.8711 3.2743 0.6531 0.06 0.01 -0.07
H 2.4243 3.2050 -0.2228 -0.01 0.01 0.06
H 2.7067 2.2656 2.0513 -0.03 -0.01 0.03
H 1.3642 1.1276 1.7675 0.05 0.03 0.02
H 3.2396 -0.6941 -0.7950 -0.09 -0.02 -0.01
H 1.6820 -0.6373 0.0733 0.08 -0.01 -0.01
H 1.4497 0.3379 -2.2206 0.06 0.05 -0.03
H 2.7473 1.4908 -1.8618 -0.04 -0.07 -0.02
H -0.5028 -0.1780 -1.7589 0.12 0.13 0.02
O -2.4873 2.3176 0.6290 -0.14 -0.10 -0.04
H -1.5487 2.3261 0.3305 0.01 0.01 0.02
H -4.9007 1.7610 0.9130 -0.08 0.06 0.05
C -7.1511 0.4544 1.0002 -0.09 0.03 0.15
C -8.1653 -0.3872 1.7724 0.17 0.18 -0.12
H -7.6767 -1.2556 2.2067 0.01 -0.11 0.05
H -8.5835 0.2120 2.5779 -0.09 0.04 0.06
H -8.9842 -0.7196 1.1405 -0.10 -0.07 -0.04
H -6.4296 0.8353 1.7216 -0.07 0.04 -0.09
H -7.6669 1.3125 0.5403 0.10 0.02 0.08
H -8.2198 -0.5076 -1.0257 0.06 0.03 -0.05
H -6.7770 -0.8512 -1.9770 -0.09 0.07 0.08



(2)
14
Properties=species:S:1:pos:R:3:forces:R:3 method="wB97M-V/def2-TZVPD" homo_ev=-8.27 relative_energy_kj_mol=672.8 homo_lumo_gap_ha=0.33995 total_charge=0
C 1.2243 -0.6983 0.9429 0.20 -0.03 0.15
C 0.1836 0.2018 0.3648 0.18 0.53 0.77
N -0.6946 0.8942 0.9629 0.48 -0.15 -0.57
O -0.6815 0.6458 2.3314 -0.24 0.06 0.28
C -0.4555 -0.9402 -1.5031 -0.21 -0.25 -0.50
C -0.8908 0.4429 -1.7862 -0.23 -0.12 0.03
O 0.3619 0.4663 -0.9986 -0.08 -0.24 0.22
H 0.9069 -1.1725 1.8658 -0.32 0.13 0.01
H 1.5154 -1.4824 0.2556 -0.15 0.01 -0.28
H 2.1190 -0.1286 1.1855 0.08 0.23 0.00
H -1.3777 1.2329 2.6519 0.11 -0.16 -0.02
H 0.2248 -1.2533 -2.3034 -0.05 0.03 -0.16
H -0.7208 0.9202 -2.7505 0.11 0.05 0.15
H -1.7151 0.8711 -1.2190 0.12 -0.08 -0.07



(3)
83
Properties=species:S:1:pos:R:3:forces:R:3 method="wB97M-V/def2-TZVPD" homo_ev=-13.00 relative_energy_kj_mol=26.0 homo_lumo_gap_ha=0.23747 total_charge=+2
Ir 0.3312 -0.0270 0.2542 0.18 -0.28 0.50
S -1.3655 0.3287 1.6529 -0.05 0.17 -0.18
C -2.3178 -1.0859 1.2829 0.08 0.17 -0.01
N -3.3357 -1.3118 2.1007 0.16 0.02 0.10
N -4.1734 -2.2613 2.0373 -0.33 0.05 0.08
C -4.5989 -3.1489 1.0044 0.03 -0.26 -0.06
C -5.1763 -4.3391 1.4370 0.12 0.04 -0.02
C -5.7280 -5.2051 0.5103 -0.01 -0.02 -0.06
C -5.7283 -4.8694 -0.8368 -0.01 -0.03 0.04
C -5.1824 -3.6623 -1.2518 0.02 0.03 -0.01
C -4.6055 -2.7958 -0.3382 -0.17 0.04 0.05
N -1.9032 -1.9458 0.3463 -0.06 -0.09 -0.05
N -0.7948 -1.7031 -0.2265 0.19 0.09 -0.04
C -0.4691 -2.7046 -1.2065 0.04 -0.13 -0.11
C -1.4961 -3.3366 -1.9040 0.05 -0.02 -0.02
C -1.1900 -4.2948 -2.8553 -0.04 0.01 0.02
C 0.1312 -4.6321 -3.1142 0.04 -0.02 -0.02
C 1.1495 -4.0042 -2.4129 0.01 0.00 0.00
C 0.8530 -3.0403 -1.4617 -0.11 0.04 -0.01
H -4.7589 -2.2963 2.8646 -0.04 0.08 -0.02
H -5.1896 -4.5870 2.4918 0.01 0.01 0.00
H -6.1678 -6.1351 0.8424 0.00 0.00 -0.01
H -6.1699 -5.5402 -1.5610 -0.01 0.00 0.00
H -5.2177 -3.3846 -2.2972 0.00 0.00 0.00
H -4.2174 -1.8421 -0.6648 0.01 0.01 0.02
H -2.5248 -3.0742 -1.7055 0.06 -0.01 -0.01
H -1.9896 -4.7795 -3.3996 0.00 0.00 0.00
H 0.3644 -5.3805 -3.8594 0.00 0.00 0.01
H 2.1816 -4.2683 -2.6057 0.00 0.00 0.01
H 1.6448 -2.5628 -0.9109 0.03 0.02 0.02
C -0.0782 -0.9859 -5.0278 -0.02 -0.02 0.01
C -0.2149 -0.3840 -3.6533 0.04 0.03 -0.05
O 1.1145 -0.3365 -3.0577 -0.03 0.02 0.11
P 1.4201 0.4722 -1.7319 -0.32 0.16 -0.10
O 1.0857 1.9925 -1.9923 -0.01 -0.08 -0.05
C 1.7903 2.8307 -2.9677 0.05 -0.01 0.03
C 0.9845 2.9965 -4.2309 -0.03 -0.02 0.03
O 2.9913 0.4486 -1.6984 0.09 -0.07 0.12
C 3.8269 -0.6917 -2.0429 0.00 -0.07 -0.06
C 4.4837 -0.4624 -3.3818 0.01 0.05 0.02
H -1.0646 -1.0818 -5.4825 0.01 0.01 0.00
H 0.3692 -1.9773 -4.9656 0.00 -0.01 0.00
H 0.5378 -0.3604 -5.6734 0.00 0.00 0.01
H -0.8538 -0.9909 -3.0169 -0.03 -0.03 0.04
H -0.6097 0.6315 -3.6911 -0.01 0.03 -0.01
H 2.7694 2.3924 -3.1579 -0.02 0.01 0.00
H 1.9304 3.7800 -2.4549 0.00 0.01 0.00
H 0.9035 2.0583 -4.7777 -0.01 -0.03 -0.02
H 1.4812 3.7169 -4.8813 0.01 0.00 0.01
H -0.0143 3.3733 -4.0107 0.00 0.00 -0.01
H 3.2141 -1.5935 -2.0574 0.02 -0.02 0.00
H 4.5561 -0.7745 -1.2384 0.00 0.06 0.01
H 3.7628 -0.5516 -4.1933 -0.01 0.02 0.00
H 5.2759 -1.1956 -3.5347 -0.03 -0.03 -0.02
H 4.9346 0.5294 -3.4147 0.03 -0.02 0.01
C 4.3683 2.6841 3.8213 0.00 0.00 0.01
C 4.3720 2.9965 2.3233 0.01 0.02 -0.01
C 3.0230 2.7921 1.7115 -0.05 -0.01 0.00
N 2.5425 1.6468 1.3965 0.06 0.03 0.04
N 1.2583 1.7240 0.9119 -0.05 0.01 -0.02
C 0.7790 2.9518 0.8597 0.07 0.03 0.04
N -0.4305 3.2899 0.4057 -0.04 0.04 -0.02
S 1.9195 4.1119 1.4279 -0.04 -0.02 0.01
H 5.3784 2.7520 4.2214 0.00 0.02 0.00
H 3.9880 1.6792 4.0060 0.01 0.00 0.00
H 3.7420 3.3875 4.3701 -0.01 -0.01 0.00
H 5.0743 2.3519 1.7932 -0.01 -0.03 0.01
H 4.6932 4.0248 2.1527 0.02 -0.01 -0.01
H -1.0596 2.5776 0.0727 0.02 0.00 0.00
H -0.7659 4.2337 0.4809 0.01 0.00 0.00
N 1.9795 -1.0107 0.8104 -0.02 -0.10 -0.49
C 2.8983 -1.6060 1.1421 0.04 0.13 0.13
C 4.0628 -2.3182 1.5498 0.04 -0.06 0.03
C 4.9985 -1.6802 2.3668 0.00 0.00 -0.02
C 6.1321 -2.3740 2.7487 0.00 0.02 0.00
C 6.3236 -3.6820 2.3207 0.01 -0.01 0.00
C 5.3867 -4.3109 1.5094 -0.01 -0.01 -0.01
C 4.2468 -3.6337 1.1172 0.01 0.02 0.02
H 4.8297 -0.6616 2.6899 -0.01 0.00 0.00
H 6.8666 -1.8975 3.3828 0.00 0.00 0.00
H 7.2117 -4.2191 2.6257 0.00 0.00 0.00
H 5.5446 -5.3309 1.1876 0.00 0.00 0.00
H 3.5029 -4.1138 0.4943 0.00 0.00 0.00



(4)
95
Properties=species:S:1:pos:R:3:forces:R:3 method="wB97M-V/def2-TZVPD" multiplicity=3 homo_ev="-6.19 / -6.07" homo_lumo_gap_ha="0.24153 / 0.23695" total_charge=0
Pt -0.0713 0.3704 0.1724 1.05 0.33 -2.29
C 0.0624 -3.1261 -2.9446 -0.91 0.59 0.52
C -0.8480 -1.8782 -2.7961 0.07 1.49 1.88
C -2.3201 -2.2428 -2.4829 0.79 -0.01 0.88
O -0.3339 -0.9619 -1.8327 0.31 -0.30 -0.31
H -0.3750 -3.8462 -3.6362 0.27 0.03 -0.47
H 0.0752 -3.6406 -1.9838 0.13 0.09 0.26
H 1.0799 -2.8131 -3.1787 -0.10 -0.17 -0.24
H -0.8808 -1.3089 -3.7251 0.14 -0.14 -0.76
H -2.7900 -1.4761 -1.8669 0.00 0.81 -0.69
H -2.3164 -2.9982 -1.6971 -0.04 -0.82 -0.67
H -2.8776 -2.4586 -3.3943 -0.27 -0.38 0.26
C 3.7893 2.6446 0.6300 -0.26 0.14 -1.24
C 3.3523 1.1836 0.2207 -0.16 1.04 0.26
C 4.2216 0.2758 1.1029 -0.47 -0.92 -0.06
O 1.9646 1.0519 0.2589 0.91 0.34 0.93
H 4.8053 2.8927 0.3230 0.42 -0.45 0.09
H 3.7231 2.8909 1.6897 -0.20 -0.43 0.19
H 3.2254 3.4034 0.0873 -0.55 -0.10 0.02
H 3.6766 0.9520 -0.7939 0.36 0.44 -0.53
H 4.2379 -0.7300 0.6833 -0.60 -0.39 0.37
H 3.8236 0.3163 2.1169 0.02 -0.34 0.17
H 5.2921 0.4755 1.1490 0.00 0.84 -0.13
O -3.6476 -2.5537 1.7139 -0.90 -0.08 0.55
C -3.7232 -3.7181 1.4545 2.20 0.19 -0.13
O -4.4611 -4.6310 2.1441 -0.54 -0.82 -0.26
C -4.3685 -5.9224 1.4559 0.47 -0.21 0.41
C -3.0671 -5.8624 0.7556 0.75 0.41 -1.57
C -2.8717 -4.3982 0.3848 -1.26 -1.51 -0.08
H -5.2330 -6.1400 0.8287 -0.08 0.55 0.04
H -4.1189 -6.8270 2.0103 -1.40 0.44 1.54
H -3.1715 -6.5048 -0.1188 0.71 -0.19 0.01
H -2.2838 -6.1857 1.4412 0.12 -0.18 -0.24
H -3.4496 -4.2692 -0.5303 0.34 0.40 -0.31
H -1.8161 -4.1658 0.2445 -0.41 0.81 0.28
O -2.1653 0.1034 0.6837 -3.00 0.78 0.29
C -3.2222 0.6655 0.9389 1.91 0.80 0.43
O -3.2568 2.0478 1.2861 -0.26 -3.01 -0.41
C -4.6246 2.3678 1.5878 0.66 1.63 0.19
C -5.5183 1.3056 1.0548 -1.60 -0.60 -0.58
C -4.6236 0.0510 0.9608 0.48 2.14 0.14
H -4.7250 3.3667 1.1633 -0.53 -0.07 -0.06
H -4.8049 2.4604 2.6588 0.59 -0.01 0.22
H -6.1232 1.5980 0.1966 0.71 -0.05 -0.60
H -6.3140 1.1258 1.7777 0.08 -0.12 0.19
H -4.6883 -0.5626 0.0623 -0.41 -0.37 0.62
H -4.8083 -0.3472 1.9586 0.62 -1.24 -0.55
O 4.7368 1.6040 -6.9308 -0.29 -0.09 2.46
C 4.5357 1.3722 -5.7333 1.10 -0.96 -4.44
O 3.5516 1.9465 -5.0772 -0.29 0.89 -0.85
C 3.4814 1.5815 -3.7161 0.00 -1.84 -0.50
C 4.7605 0.6614 -3.5774 0.58 2.62 2.23
C 5.2508 0.2810 -4.9447 -1.83 -0.30 0.75
H 2.5688 0.9970 -3.5999 -0.13 0.00 0.28
H 3.3631 2.5358 -3.2029 0.60 -0.43 0.72
H 4.6856 -0.0691 -2.7719 -0.01 -0.05 -0.33
H 5.4926 1.4229 -3.3084 0.35 -0.16 0.95
H 4.7946 -0.6955 -5.1068 0.08 -0.03 -1.03
H 6.3321 0.2070 -5.0607 -0.28 0.31 -0.11
O -0.2259 1.1965 2.4574 -0.24 2.46 2.30
C -0.1988 2.1367 3.2586 0.39 -1.73 -1.48
O -0.8943 2.0566 4.4178 -1.34 -0.94 0.00
C -0.5310 3.0563 5.3769 -0.23 -0.16 -0.65
C 0.7656 3.4848 4.8008 1.28 2.66 0.98
C 0.6543 3.4096 3.3012 -0.80 -2.01 -0.51
H -0.4817 2.6293 6.3786 0.13 -0.30 -0.23
H -1.2195 3.8983 5.4486 -0.52 -0.23 -0.46
H 1.5433 2.8937 5.2845 0.42 0.24 -0.54
H 0.8398 4.5548 4.9949 0.88 -0.04 0.71
H 1.5572 3.2693 2.7068 -0.03 0.03 0.19
H 0.0633 4.2190 2.8727 0.03 0.13 0.10
O -0.4262 2.2053 -1.1746 -0.19 3.20 -4.59
C -0.4090 2.7998 -2.2977 0.82 -1.03 3.21
O 0.0100 4.1383 -2.3882 -0.30 -1.32 -0.21
C 0.1425 4.5734 -3.7923 0.16 -1.81 0.31
C 0.0606 3.2810 -4.5943 -0.72 -1.03 0.48
C -0.8205 2.3324 -3.6929 0.58 1.26 -0.26
H 1.1360 4.9819 -3.9773 -0.29 0.60 0.54
H -0.6931 5.2147 -4.0725 0.23 0.30 0.34
H 0.9995 2.7345 -4.6833 0.32 0.49 0.00
H -0.2678 3.5057 -5.6091 -0.36 -0.35 0.08
H -0.6955 1.2807 -3.9503 -0.05 0.06 0.63
H -1.8711 2.6229 -3.7001 -0.28 -0.18 -0.37
O 0.3353 -1.3675 1.2029 0.43 -2.36 3.40
C 0.5280 -1.8847 2.3236 1.47 4.76 -1.78
O 0.1226 -3.0322 2.5567 -1.92 -5.12 0.17
C 0.8691 -3.7778 3.5643 -0.62 0.21 -0.12
C 1.8540 -2.7678 4.1501 0.20 0.48 0.51
C 1.3024 -1.4373 3.5673 1.38 0.97 -0.50
H 1.1959 -4.6431 2.9876 0.56 0.05 0.46
H 0.1526 -4.0931 4.3230 -0.06 -0.08 -0.15
H 2.9231 -2.9265 4.0090 -0.11 -0.08 -1.22
H 1.8960 -2.8032 5.2387 -0.89 0.17 0.15
H 2.0881 -0.7407 3.2749 0.15 -0.16 -0.17
H 0.7118 -0.8264 4.2499 -0.52 -0.45 -0.03



(5)
15
Properties=species:S:1:pos:R:3:forces:R:3 method="wB97M-V/def2-TZVPD" homo_ev="-2.31 / -2.30" relative_energy_kj_mol=252.3 homo_lumo_gap_ha="0.21087 / 0.21080" total_charge=-1
C 0.3237 -0.3088 0.0319 -0.59 -2.48 -0.11
C 1.0747 0.8446 0.0270 1.13 0.07 0.75
C -1.0301 -0.1300 -0.1684 -0.53 -0.43 0.22
C 2.5616 0.6198 0.2536 -0.26 1.28 1.35
C -1.9573 -1.3028 -0.1821 0.72 0.39 -0.21
N 0.5781 2.0073 0.0105 -1.58 0.34 -0.76
N -1.5194 1.0467 -0.3234 2.41 0.98 0.27
S -3.0289 1.5425 -0.5340 -1.21 0.83 -0.13
H 0.7176 -1.3252 0.2006 0.03 0.74 -0.27
H 3.1146 1.5198 0.0330 0.38 0.08 -0.37
H 2.7055 0.4385 1.3200 -0.10 0.16 0.23
H 2.9450 -0.2611 -0.1842 0.33 -0.77 -1.10
H -2.6541 -1.2192 -1.0051 -0.01 -0.25 -0.38
H -1.2910 -2.1413 -0.1872 -0.16 -1.01 -0.35
H -2.5397 -1.3309 0.7080 -0.57 0.09 0.88



(6)
14
Properties=species:S:1:pos:R:3:forces:R:3 method="wB97M-V/def2-TZVPD" smiles="NC=O.CC" homo_ev=-10.17 relative_energy_kj_mol=106.1 homo_lumo_gap_ha=0.39837 total_charge=0
C 0.2930 -2.3354 -2.7747 -0.67 0.64 0.28
C 0.9328 -2.3346 -1.3958 0.95 -0.29 3.50
H 0.3512 -1.2801 -3.1533 -0.01 -1.12 -0.13
H 0.8642 -3.0521 -3.3909 -0.60 0.57 -0.16
H -0.8225 -2.5913 -2.7324 1.68 0.05 -0.11
H 1.8112 -1.6540 -1.2001 -0.78 -0.35 -1.02
H 1.3979 -3.3268 -1.0254 -1.15 1.16 -0.86
H 0.2538 -1.9933 -0.5255 0.58 -0.67 -1.48
C -0.1174 1.5127 1.6225 -0.56 3.18 0.52
N -1.4646 1.2882 1.6672 -1.24 -0.19 -1.83
O 0.3960 2.6034 1.3485 -0.82 -2.10 -0.10
H 0.3733 0.7338 2.1200 1.57 -1.53 0.42
H -1.8161 0.2923 1.6862 0.66 1.84 -0.11
H -1.9786 1.9709 1.0511 0.40 -1.21 1.09



One value per record, in order, for max |F|: 0.8; 0.9; 0.6; 5.6; 2.6; 3.6 eV/Å.
One value per record, in order, for DFT total energy: -1304.18933; -361.62459; -3071.38075; -2345.50020; -702.32677; -249.67328 Ha.
One value per record, in order, for molar mass: 416.57; 101.10; 846.01; 829.79; 127.19; 75.11 g/mol.